ORCA calculation (ωB97M-V with the def2-TZVPD basis set) on C25H28Cl4FMnN2O2Si2 as an isolated structure.

- <S²>: 0.942
- E_tot: -4900.27421 Ha
- Kohn-Sham gap (spin up / spin down): 7.3 / 6.4 eV
- Strongest force on any atom: 0.01418 hartree/bohr

```
! wB97M-V def2-TZVPD RIJCOSX def2/J DEFGRID3
* xyz -1 2
Mn 0.6536 -0.0126 0.2458
Cl 4.0883 -1.3202 -5.3592
Cl 2.6942 -2.9908 -3.0646
Cl 2.3556 3.2430 -2.9635
Cl 3.9163 1.8096 -5.3107
Si 0.1483 3.0029 1.2272
Si -0.9648 -2.7451 0.1321
F 2.3272 -4.8930 4.5522
O 1.2141 1.3073 -1.0020
O 1.3286 -1.2527 -1.0620
N -0.6029 -1.2339 0.9890
N -0.2332 1.2843 1.3885
C 2.2688 -1.4408 2.2743
C -0.7245 3.6777 -0.2804
C 1.5354 -1.5353 3.4618
C 3.2380 -0.5128 -4.0856
C 2.3094 -3.7579 3.8024
C -1.8037 1.3148 3.3069
C -2.0829 -1.4358 2.9595
C -1.2789 -0.7157 2.0470
C -0.3815 4.1050 2.6708
C 2.4782 1.5177 -3.0288
C -1.5297 -2.3001 -1.5973
C 1.8739 0.7819 -2.0192
C 3.0256 -2.5457 1.8870
C -1.0898 0.6930 2.2529
C -2.4119 -3.7466 0.8193
C 1.9979 3.2934 1.1771
C 3.1627 0.8739 -4.0644
C 1.9443 -0.6308 -2.0418
C 0.4729 -3.9297 0.1691
C 2.2285 -0.2078 1.4511
C -2.7244 -0.8029 3.9944
C 2.6280 -1.2616 -3.0751
C 1.5445 -2.6896 4.2278
C -2.5992 0.5862 4.1547
C 3.0560 -3.7084 2.6457
H -3.3205 -1.3795 4.6910
H 3.6372 -4.5687 2.3418
H 0.6840 -4.2279 1.1995
H 2.5033 2.7076 0.4149
H -0.0486 3.7269 3.6394
H -2.5906 -4.5346 0.0802
H 0.9687 -2.7679 5.1405
H 0.1994 -4.8288 -0.3920
H -1.8039 3.5303 -0.1875
H 0.9344 -0.6920 3.7812
H -0.5378 4.7502 -0.3843
H 2.2498 0.6895 2.0654
H 1.3722 -3.5031 -0.2686
H -1.7089 2.3769 3.4595
H -3.3373 -3.1785 0.9266
H -0.3749 3.1729 -1.1787
H 2.1628 4.3539 0.9624
H -1.4560 4.2920 2.7182
H 3.0502 -0.1808 0.7293
H -2.1639 -2.5059 2.8624
H 0.1089 5.0704 2.5122
H -2.4320 -1.6847 -1.5451
H -3.1203 1.0871 4.9615
H -2.1905 -4.2423 1.7658
H -1.7783 -3.2101 -2.1507
H 3.5865 -2.5004 0.9608
H 2.4490 3.0865 2.1516
H -0.7664 -1.7581 -2.1514
*
```